The following is a DFT calculation (ωB97M-V/def2-TZVPD) of the ion C2H4N with charge +1.

```
7
Properties=species:S:1:pos:R:3:forces:R:3:nbo_charge:R:1
N -0.990615 0.005854 -0.018042 3.22 1.54 -2.57 -0.704
C 0.524632 -0.045686 0.025739 -1.21 1.14 0.46 0.035
H -1.291633 0.454432 -1.003382 0.53 -1.49 2.62 0.502
H 2.701810 -0.141976 -0.019986 2.15 0.09 0.10 0.266
H -1.282648 -0.935845 0.140724 -0.73 -1.12 -0.47 0.468
H -1.383617 0.543726 0.741549 0.02 0.70 0.43 0.469
C 1.722070 0.119497 0.133398 -3.98 -0.86 -0.57 -0.037
```
Forces are in eV/Å.

## Properties
- structure (SMILES) = C#C[NH3+]
- molar mass (Da) = 42.1
- E_HOMO (eV) = -16.527
- lowest unoccupied orbital energy (Eh) = -0.176
- Kohn-Sham gap (eV) = 11.746
- maximum force (hartree/bohr) = 0.0856
- ΔE to the lowest compared entry with this formula, charge and spin (kcal/mol) = 28.7
- total charge = +1